--- one ---
DFT (ωB97M-V with the def2-TZVPD basis set) results for the molecule C4H11NS2.

Summary:
* molecular weight: 137.27 g/mol
* HOMO-LUMO gap: 0.323 Eh
* E_LUMO: 0.02170 Ha
* SMILES string: CSSC[C@@H](C)N

```
! wB97M-V def2-TZVPD RIJCOSX def2/J DEFGRID3
* xyz 0 1
C 0.87 -1.24 2.60
S 0.65 -1.90 0.71
S -1.00 -0.65 0.25
C -0.69 0.16 -1.27
C 0.23 1.39 -0.99
C 0.45 2.18 -2.29
N -0.26 2.38 -0.08
H 1.74 -0.57 2.73
H -0.08 -0.77 2.86
H 1.17 -2.17 3.10
H -0.31 -0.59 -2.00
H -1.76 0.39 -1.73
H 1.19 0.94 -0.61
H -0.14 2.98 -2.71
H 0.65 1.44 -3.17
H 1.46 2.68 -2.06
H -0.44 2.07 0.81
H -1.19 2.72 -0.30
*
```

=====

--- two ---
DFT (ωB97M-V with the def2-TZVPD basis set) results for a cluster of 2 separate species, C4H11NS2 in total.

Summary:
* molecular weight: 137.27 g/mol
* HOMO-LUMO gap (spin up / spin down): 0.264 / 0.263 Eh
* E_LUMO (spin up / spin down): -0.02920 / -0.02869 Ha
* SMILES string: CC(C)N=S.CS

```
! wB97M-V def2-TZVPD RIJCOSX def2/J DEFGRID3
* xyz 0 1
C -1.71 0.31 -0.79
C -1.32 -0.59 0.34
C -2.46 -1.25 1.17
N -0.42 0.08 1.25
S -0.05 1.53 1.35
H -0.80 0.55 -1.47
H -2.36 -0.11 -1.50
H -2.31 1.15 -0.35
H -0.69 -1.47 -0.13
H -2.91 -2.16 0.74
H -3.29 -0.56 1.47
H -2.13 -1.43 2.25
C 3.67 0.69 -1.26
S 3.24 -0.10 0.36
H 4.35 0.06 -1.64
H 4.04 1.65 -1.02
H 2.68 0.78 -1.71
H 2.47 0.86 0.95
*
```

=====

The most stable of them is one.

=====

--- one ---
DFT (ωB97M-V with the def2-TZVPD basis set) results for a cluster of 4 separate species, C8H12N4 in total.

Summary:
* molecular weight: 164.21 g/mol
* HOMO-LUMO gap: 0.416 Eh
* E_LUMO: 0.00535 Ha
* SMILES string: CC#N.CC#N.CC#N.CC#N

```
! wB97M-V def2-TZVPD RIJCOSX def2/J DEFGRID3
* xyz 0 1
C -0.97 0.16 -0.01
C -0.84 0.23 1.44
N -0.76 0.25 2.58
H -1.58 1.02 -0.30
H -1.44 -0.72 -0.42
H -0.03 0.44 -0.49
C 1.02 -2.93 -3.99
C 1.15 -2.07 -2.82
N 1.25 -1.34 -1.93
H 0.60 -2.41 -4.85
H 0.46 -3.84 -3.82
H 2.00 -3.27 -4.32
C 1.43 1.89 -3.13
C 0.14 2.50 -2.80
N -0.88 2.96 -2.52
H 2.01 2.66 -3.65
H 1.32 1.03 -3.79
H 1.97 1.55 -2.25
C -1.01 0.45 5.68
C -1.36 0.04 7.06
N -1.61 -0.30 8.13
H -0.79 -0.42 5.09
H -0.18 1.14 5.78
H -1.89 0.99 5.33
*
```

=====

--- two ---
DFT (ωB97M-V with the def2-TZVPD basis set) results for a cluster of 2 separate species, C8H12N4 in total.

Summary:
* molecular weight: 164.21 g/mol
* HOMO-LUMO gap: 0.316 Eh
* E_LUMO: 0.02534 Ha
* SMILES string: Cc1c[nH]cn1.Cc1c[nH]cn1

```
! wB97M-V def2-TZVPD RIJCOSX def2/J DEFGRID3
* xyz 0 1
C -0.64 -1.10 4.38
C -0.13 -1.03 3.02
C -0.39 -1.81 1.93
N 0.43 -1.44 0.93
C 1.22 -0.38 1.43
N 0.82 -0.12 2.66
H -0.15 -1.89 4.95
H -1.66 -1.46 4.52
H -0.48 -0.16 4.95
H -1.10 -2.58 1.67
H 0.57 -1.90 0.05
H 1.91 0.09 0.79
C -0.51 2.34 -1.21
C -0.18 1.24 -2.17
C -0.16 1.50 -3.50
N 0.27 0.31 -4.13
C 0.63 -0.47 -3.12
N 0.33 -0.02 -1.89
H -0.99 2.06 -0.26
H -1.22 3.05 -1.63
H 0.48 2.77 -0.94
H -0.75 2.20 -4.06
H 0.47 0.18 -5.11
H 1.23 -1.37 -3.24
*
```

=====

The most stable of them is two.

=====

--- one ---
DFT (ωB97M-V with the def2-TZVPD basis set) results for a cluster of 9 separate species, C5H28O9 in total.

Summary:
* molecular weight: 232.27 g/mol
* HOMO-LUMO gap: 0.349 Eh
* E_LUMO: 0.00544 Ha
* SMILES string: CCCCCO.O.O.O.O.O.O.O.O

```
! wB97M-V def2-TZVPD RIJCOSX def2/J DEFGRID3
* xyz 0 1
C -0.70 -2.35 1.36
C 0.45 -1.38 1.78
C 0.19 -0.03 1.14
C 0.75 1.12 2.18
C 0.93 2.32 1.35
O 1.79 2.28 0.27
H -0.82 -3.12 2.07
H -0.52 -2.78 0.42
H -1.78 -1.92 1.37
H 1.43 -1.73 1.43
H 0.35 -1.33 3.01
H -0.86 0.13 0.91
H 0.65 -0.05 0.14
H 1.66 0.93 2.67
H -0.08 1.47 2.93
H 1.37 3.17 2.20
H -0.11 2.65 0.96
H 2.12 1.48 0.14
O -3.95 1.80 -0.48
H -3.31 2.11 0.33
H -3.37 1.26 -0.97
O 0.28 -1.76 -2.29
H 0.32 -2.52 -2.69
H -0.53 -1.93 -1.61
O -1.66 2.60 0.17
H -1.15 2.15 -0.57
H -1.92 3.28 -0.47
O 0.44 0.92 -2.14
H 0.75 1.68 -1.61
H 1.04 0.13 -1.90
O 3.73 0.24 0.94
H 4.44 0.84 0.94
H 3.46 -0.07 0.11
O -2.15 -2.51 -1.26
H -2.26 -1.65 -1.83
H -2.83 -3.10 -1.35
O -1.97 -0.06 -2.09
H -2.13 0.19 -3.01
H -1.05 0.31 -1.93
O 2.63 -1.32 -0.95
H 2.70 -2.09 -0.38
H 1.68 -1.38 -1.31
*
```

=====

--- two ---
DFT (ωB97M-V with the def2-TZVPD basis set) results for a cluster of 10 separate species, C5H28O9 in total.

Summary:
* molecular weight: 232.27 g/mol
* HOMO-LUMO gap: 0.329 Eh
* E_LUMO: -0.00198 Ha
* SMILES string: C/C=C/CC.O.O.O.O.O.O.O.O.O

```
! wB97M-V def2-TZVPD RIJCOSX def2/J DEFGRID3
* xyz 0 1
C -1.04 1.46 1.31
C -0.12 0.26 1.14
C -0.31 -0.72 0.25
C 0.57 -1.92 0.17
C -0.13 -3.16 -0.43
H -1.33 1.78 0.26
H -0.57 2.26 1.87
H -1.99 1.16 1.84
H 0.74 0.23 1.96
H -1.08 -0.61 -0.62
H 1.45 -1.73 -0.46
H 1.01 -2.19 1.14
H -0.32 -2.89 -1.46
H -1.00 -3.47 0.11
H 0.53 -4.08 -0.39
O 1.91 0.60 -2.59
H 1.79 0.33 -3.49
H 2.84 0.53 -2.32
O 0.21 2.53 -2.24
H 1.06 1.98 -2.34
H 0.36 3.35 -1.93
O -3.84 -1.72 0.25
H -3.48 -1.82 1.13
H -3.40 -0.99 -0.26
O 2.06 3.36 -0.04
H 2.02 2.64 0.37
H 1.79 4.03 0.44
O 4.26 -0.16 -0.58
H 4.46 -1.04 -0.16
H 4.02 0.47 0.18
O -2.46 1.93 -2.49
H -1.44 1.90 -2.36
H -2.86 2.72 -2.15
O -0.03 -0.50 -3.89
H -0.09 0.41 -3.76
H -0.84 -0.87 -3.48
O -1.70 0.40 4.11
H -1.51 0.62 5.03
H -1.18 -0.38 3.93
O -0.33 -1.87 4.14
H -0.67 -2.71 3.64
H 0.64 -2.11 4.19
*
```

=====

The most stable of them is two.